Below is a 2-piece molecular cluster, C2H9N2P overall at a distorted geometry, with properties calculated with ωB97M-V with the def2-TZVPD basis set.

Each line ends with the Mulliken charge.
CARTESIAN COORDINATES (ANGSTROEM)
C (-0.6246, -0.7501, -1.2978)  -1.010
C (0.3641, -0.0644, 0.8153)  -0.655
N (-1.9773, 0.4001, 0.3106)  -0.700
N (-0.7801, -0.3337, 0.0343)  0.410
P (1.8662, -1.1744, 0.8008)  -0.061
H (-0.3246, -1.9058, -1.2642)  0.278
H (-1.6562, -0.7891, -1.7261)  0.297
H (0.0515, -0.0658, -1.7650)  0.404
H (0.4959, 1.9186, 0.4856)  0.029
H (0.2159, 0.2586, 1.7857)  0.412
H (-1.5844, 1.3831, 0.3134)  0.248
H (-2.2606, 0.1232, 1.2274)  0.251
H (2.9265, -0.4465, 1.3676)  0.079
H (1.9318, -1.0502, -0.5149)  0.019

Cartesian forces, eV/Å:
C -1.195 -3.347 -0.199
C -0.709 1.441 -2.134
N 2.255 0.746 -1.027
N 0.899 -0.240 3.274
P -1.934 -0.735 1.466
H 0.025 2.501 -0.540
H 1.075 0.403 -0.009
H 0.540 0.065 -1.095
H 0.050 -1.977 0.119
H -1.018 0.521 1.737
H -0.837 -0.485 0.419
H -0.202 0.209 0.708
H -0.192 0.676 -0.502
H 1.243 0.222 -2.217

Output
**M**: 92.08 g/mol
**F_max**: 3.560 eV Å⁻¹
**DFT total energy**: -14483.3251 eV
**Lowest unoccupied orbital energy**: 0.363 eV
**Orbital gap**: 0.299 hartree

Below is C33H35NO9PS3Sc as an isolated structure at a distorted geometry, with properties calculated with ωB97M-V with the def2-TZVPD basis set.

Each line ends with the Mulliken charge.
CARTESIAN COORDINATES (ANGSTROEM)
Sc (10.7589, 11.3210, 11.5100)  -0.338
C (9.8787, 15.0402, 13.9883)  -1.766
C (9.7548, 14.0248, 12.8953)  1.254
O (10.6166, 13.0922, 12.7831)  0.646
C (8.5602, 14.0842, 12.0402)  0.291
C (7.4910, 14.9747, 12.2692)  -0.746
C (6.3996, 15.0424, 11.4379)  -0.635
C (6.3805, 14.3020, 10.2891)  -0.491
C (7.4175, 13.4223, 9.9885)  -0.630
C (8.5747, 13.3271, 10.7891)  0.492
O (9.5482, 12.5422, 10.4418)  -0.368
H (10.9112, 14.9302, 14.4091)  0.123
H (9.1157, 14.8321, 14.7599)  0.408
H (9.7478, 16.0646, 13.6541)  0.515
H (7.5084, 15.5606, 13.1945)  0.310
H (5.5006, 15.6254, 11.7168)  0.316
H (5.5085, 14.3496, 9.6537)  0.383
H (7.4290, 12.7649, 9.1396)  0.461
C (5.4410, 7.7710, 11.0190)  -1.250
C (6.7893, 7.3131, 11.3957)  -0.125
O (7.4011, 8.1298, 12.3822)  -0.325
P (8.8843, 8.7923, 12.1520)  1.178
S (8.9952, 10.4315, 13.3307)  -0.517
S (9.3821, 9.1516, 10.3075)  -0.490
O (9.8896, 7.5826, 12.6684)  -0.327
C (9.6833, 6.9646, 13.9799)  -0.341
C (9.4914, 5.4577, 13.7521)  -0.985
H (4.9582, 6.8799, 10.6740)  0.391
H (5.4494, 8.4933, 10.1937)  0.245
H (4.9892, 8.2343, 11.8993)  0.300
H (7.4135, 7.2060, 10.4991)  0.374
H (6.7846, 6.2860, 11.8546)  0.160
H (8.7485, 7.3596, 14.3987)  0.360
H (10.4847, 7.2671, 14.5813)  0.347
H (8.6656, 5.3371, 12.9872)  0.125
H (9.2086, 4.9676, 14.7131)  0.361
H (10.4342, 5.0392, 13.3289)  0.281
O (12.3409, 10.6165, 12.9253)  -0.130
S (12.3123, 10.2020, 14.4067)  0.529
C (12.0622, 11.8522, 15.3870)  -0.993
C (13.1332, 12.8324, 15.3983)  0.483
C (13.9497, 12.8847, 16.5668)  -0.352
C (15.0599, 13.7515, 16.6646)  -0.721
C (15.4669, 14.4357, 15.5603)  -0.311
C (14.7675, 14.3507, 14.3623)  -1.145
C (13.6056, 13.5636, 14.2993)  0.478
C (13.9995, 9.8026, 14.9183)  -0.528
C (14.8560, 9.0211, 14.0104)  0.246
C (15.1737, 7.6325, 14.3029)  -0.547
C (16.0411, 6.8825, 13.4600)  -0.588
C (16.6278, 7.4457, 12.3395)  -0.507
C (16.3588, 8.7752, 12.0858)  -0.647
C (15.4591, 9.5169, 12.8738)  -0.048
H (11.8871, 11.4563, 16.4101)  0.586
H (11.2088, 12.1724, 14.9237)  0.009
H (13.6638, 12.3547, 17.4931)  0.286
H (15.4836, 13.9723, 17.6424)  0.367
H (16.3448, 15.0686, 15.5614)  0.376
H (15.0935, 14.9102, 13.4771)  0.448
H (13.0564, 13.5941, 13.3733)  0.433
H (13.8440, 9.1987, 15.8481)  0.443
H (14.5501, 10.7190, 15.2365)  0.227
H (14.6880, 7.0922, 15.1574)  0.210
H (16.2055, 5.8779, 13.7241)  0.414
H (17.2713, 6.9216, 11.6756)  0.450
H (16.9207, 9.1870, 11.1773)  0.289
H (15.3188, 10.5436, 12.6342)  0.479
O (12.5028, 12.6949, 10.7661)  -0.718
C (12.8293, 11.7823, 9.8748)  1.009
O (12.1081, 10.7448, 9.7435)  -0.797
C (14.0104, 11.9510, 8.9875)  0.204
C (14.4463, 10.8458, 8.1668)  -0.237
C (15.5557, 10.9220, 7.3650)  -0.697
C (16.3082, 12.1506, 7.4097)  -0.047
C (15.9199, 13.2185, 8.2675)  -0.538
C (14.6899, 13.1352, 8.9393)  -0.130
N (17.2671, 12.3868, 6.3888)  0.857
O (17.3450, 11.5544, 5.4582)  -0.745
O (17.9597, 13.4378, 6.5148)  -0.758
H (13.7996, 9.9249, 8.2128)  0.233
H (15.8636, 10.1015, 6.7328)  0.437
H (16.5598, 14.0933, 8.3968)  0.410
H (14.2288, 14.0005, 9.5089)  0.294

Cartesian forces, eV/Å:
Sc 1.681 0.906 -1.838
C 1.359 -0.415 0.755
C -0.341 -1.608 -0.862
O -1.437 1.876 0.829
C 1.069 -0.186 -1.320
C 0.329 -0.170 0.954
C -0.679 1.230 1.304
C 0.597 -1.703 -1.058
C -0.138 0.662 -0.040
C -0.085 -0.112 1.298
O -0.650 0.021 0.288
H -0.958 0.162 -0.089
H 0.387 0.037 -0.230
H -0.078 0.002 -0.193
H -0.119 -0.166 -0.360
H 0.835 -0.168 -0.190
H -0.035 -0.087 -0.177
H -0.252 0.012 -0.430
C -0.235 0.886 -0.029
C 1.619 -1.916 0.175
O 0.991 1.210 0.006
P 0.097 -1.057 0.812
S -0.080 -0.604 -0.103
S 0.162 0.181 -0.017
O -0.753 0.691 0.257
C -2.162 -0.218 -1.803
C 0.092 0.287 -0.376
H -0.954 -0.314 -0.100
H 0.097 -0.026 0.286
H -0.430 -0.273 -0.213
H 0.141 0.224 0.202
H -0.334 0.776 -0.383
H 0.244 0.046 0.113
H 1.294 0.107 0.960
H 0.914 -0.013 0.957
H 0.270 0.175 -0.767
H -0.768 0.044 0.383
O 0.013 -0.277 1.045
S -0.272 1.283 -0.918
C 1.296 -2.590 1.068
C 3.029 0.064 0.892
C -0.178 0.839 0.315
C -1.376 -0.815 0.774
C 0.606 0.813 -1.332
C -0.695 -0.529 0.083
C 0.018 0.631 -0.296
C 0.557 0.597 1.600
C 0.981 -3.502 -0.475
C -0.225 0.355 -0.579
C -1.338 1.447 1.010
C -0.702 0.804 0.809
C 0.593 0.568 -1.434
C 0.953 0.197 -0.405
H -0.217 0.352 -0.584
H -2.413 0.780 -1.026
H -0.032 0.145 -0.682
H 0.238 -0.437 -0.228
H 0.029 0.069 0.311
H -0.169 -0.333 0.410
H -0.220 -0.358 -0.262
H -0.051 0.505 -0.594
H -0.585 -0.358 -0.353
H 0.543 0.734 -0.756
H 0.246 -1.172 0.216
H 0.428 -0.548 -0.231
H -1.296 -0.045 1.488
H -0.246 0.735 -0.338
O -0.144 -2.068 -0.795
C 0.380 1.577 -0.027
O -0.963 -0.027 1.375
C -1.285 -1.814 -0.143
C -1.013 -0.595 0.642
C -0.256 0.949 0.703
C 0.145 -0.090 -1.155
C -0.742 0.137 0.376
C 1.282 1.729 0.736
N -1.196 0.105 2.294
O 0.612 -0.036 -0.513
O 0.367 -0.191 -0.715
H 0.909 0.992 -0.115
H 0.035 0.191 -0.057
H -0.332 -0.265 -0.513
H 0.994 -1.047 -0.620

Output
**M**: 761.77 g/mol
**Total charge**: -1
**F_max**: 3.668 eV Å⁻¹
**DFT total energy**: -117207.1126 eV
**Lowest unoccupied orbital energy (alpha / beta)**: 1.565 / 1.566 eV
**Spin multiplicity**: 2
**Orbital gap (alpha / beta)**: 0.120 / 0.244 hartree

Below is ClH2Na5O5 as an isolated structure at a distorted geometry, with properties calculated with ωB97M-V with the def2-TZVPD basis set.

Each line ends with the Mulliken charge.
CARTESIAN COORDINATES (ANGSTROEM)
Na (0.0439, -3.9716, -2.5211)  0.986
Na (-2.8583, -1.7094, 2.6980)  0.956
Na (1.7974, 1.8777, -2.0030)  0.970
Na (2.1481, -2.2950, 1.5208)  0.953
Na (-4.1643, -0.4936, -1.3376)  0.992
Cl (-0.4278, -0.7278, 0.0388)  1.490
O (-0.1308, -1.9719, -0.6801)  -0.526
O (-0.5414, -0.9865, 1.4732)  -0.597
O (0.6409, 0.1526, -0.1869)  -0.562
O (-1.6969, -0.1827, -0.3705)  -0.661
O (2.0807, 3.4473, 0.2851)  0.042
H (1.4953, 4.1817, 0.4700)  0.504
H (1.6132, 2.6792, 0.6133)  0.453

Cartesian forces, eV/Å:
Na 0.019 -0.478 -0.393
Na -0.101 -0.092 0.694
Na 0.248 -0.317 -1.180
Na 0.322 -0.325 0.476
Na -0.496 0.254 -0.389
Cl -2.861 -2.806 0.996
O -0.206 0.801 0.613
O 0.602 -0.324 -0.730
O 2.105 2.358 -0.631
O 0.381 -0.034 -0.582
O 1.870 0.012 -1.018
H -1.088 2.787 0.729
H -0.795 -1.836 1.416

Output
**M**: 232.41 g/mol
**Total charge**: +5
**F_max**: 4.130 eV Å⁻¹
**DFT total energy**: -44809.0084 eV
**Lowest unoccupied orbital energy (alpha / beta)**: -16.332 / -23.925 eV
**Spin multiplicity**: 2
**Orbital gap (alpha / beta)**: 0.401 / 0.122 hartree